Record 1
C2H3NS3 in the gas phase. Source: the Open Molecules 2025 dataset; level of theory: wB97M-V/def2-TZVPD.

```
9
Properties=species:S:1:pos:R:3:forces:R:3
S -0.0701 -1.5409 0.3807 -0.924 1.429 -0.171
S -0.5566 1.5068 0.5367 0.985 -1.020 -2.955
S 0.8893 -1.1231 -2.3486 2.125 -3.340 -5.536
N 0.1421 0.7041 -0.9590 -1.382 3.384 0.668
C -0.2566 -0.0137 1.3952 0.403 -0.485 3.224
C 0.1803 -0.5898 -1.1079 -0.471 -0.683 5.217
H 0.7440 -0.0020 2.0717 -2.641 0.298 -1.313
H 0.1875 1.0160 -1.9383 -0.079 1.487 0.908
H -1.2599 0.0426 1.9695 1.984 -1.071 -0.041
```
Forces are in eV/Å.

Summary:
relative energy (zero: lowest compared OMol25 entry of this formula, charge and spin): 45.25 kcal per mole
SMILES string: S=C1NSCS1
HOMO energy: -8.61 eV

=====

Record 2
A molecular structure, C2H3NS3. Source: the Open Molecules 2025 dataset; level of theory: wB97M-V/def2-TZVPD.

```
9
Properties=species:S:1:pos:R:3:forces:R:3
S -1.2099 0.1098 0.5014 0.794 -0.355 3.275
S 0.0244 -1.5797 2.7519 0.676 4.490 -2.849
S 0.4621 -1.2503 -1.2034 0.398 -1.613 -3.592
N 0.3502 0.4419 -1.5107 -0.032 0.197 -0.569
C 0.1280 -0.1078 1.7099 0.189 -0.636 2.245
C -0.3435 1.0559 -0.6430 -2.223 2.772 -0.846
H -0.8646 2.1970 -0.6680 2.460 -2.840 -0.617
H 0.9782 1.0452 1.8237 -2.560 -4.035 -0.356
H 0.4751 -1.9120 -2.7617 0.298 2.021 3.309
```
Forces are in eV/Å.

Summary:
relative energy (zero: lowest compared OMol25 entry of this formula, charge and spin): 125.83 kcal per mole
HOMO energy: -8.90 eV

=====

Record 3
C2H3NS4 in the gas phase. Source: the Open Molecules 2025 dataset; level of theory: wB97M-V/def2-TZVPD.

```
10
Properties=species:S:1:pos:R:3:forces:R:3
S 3.3048 -0.0332 -0.1927 0.326 2.016 0.139
S -1.0716 0.3615 1.6788 -0.553 0.326 -1.919
S 1.0574 2.1142 0.1174 0.527 -1.668 0.135
S -1.0160 0.4783 -1.4034 -0.546 0.678 -0.661
N 1.9998 -0.8180 -0.2088 1.687 -0.718 0.088
C 0.0479 0.6362 0.1035 -0.376 1.544 0.237
C 0.8084 -0.6622 -0.0750 -3.239 -2.626 -0.423
H -0.6775 1.5677 -2.1857 0.125 -0.661 0.988
H 0.1601 -1.5719 -0.2749 0.532 1.181 0.609
H -2.3005 0.4280 0.9749 1.518 -0.071 0.806
```
Forces are in eV/Å.

Summary:
relative energy (zero: lowest compared OMol25 entry of this formula, charge and spin): 64.58 kcal per mole
HOMO energy (alpha / beta): -8.75 / -8.72 eV

=====

Record 4
2 unconnected molecules or ions with the total composition C2H3O2. Source: the Open Molecules 2025 dataset; level of theory: wB97M-V/def2-TZVPD.

```
7
Properties=species:S:1:pos:R:3:forces:R:3
O 0.2277 0.2700 -0.9566 -0.297 2.220 0.155
O -0.4701 0.1697 1.4562 -1.012 -0.185 1.394
C 0.8473 -0.3741 -1.7427 -0.648 -2.872 0.434
C -1.1109 0.4819 2.3082 1.209 0.695 -1.181
H 0.8435 -1.4436 -1.4675 0.766 -0.347 -0.596
H 1.2793 -0.1409 -2.7099 0.211 0.999 -0.196
H -1.6168 1.0370 3.1122 -0.229 -0.512 -0.010
```
Forces are in eV/Å.

Summary:
relative energy (zero: lowest compared OMol25 entry of this formula, charge and spin): 37.08 kcal per mole
charge: +1
HOMO energy: -13.55 eV

=====

Record 5
2 unconnected molecules or ions with the total composition C2H3O2. Source: the Open Molecules 2025 dataset; level of theory: wB97M-V/def2-TZVPD.

```
7
Properties=species:S:1:pos:R:3:forces:R:3
O 0.9196 -0.7264 0.3148 0.355 -0.508 0.638
O -3.4464 0.1782 -0.2553 2.527 -0.813 1.651
C -2.4991 -0.1097 0.3195 -2.346 0.790 -1.640
C 1.4567 0.2384 -0.2492 1.129 -0.351 -0.575
H 0.9569 1.2527 -0.3907 0.754 -1.228 0.309
H 2.5087 -0.1222 -0.5983 -1.783 1.431 0.103
H 0.1036 -0.7111 0.8593 -0.637 0.678 -0.486
```
Forces are in eV/Å.

Summary:
relative energy (zero: lowest compared OMol25 entry of this formula, charge and spin): 8.51 kcal per mole
charge: +1
HOMO energy: -17.63 eV

=====

Record 6
A gas-phase ion, C2H3O2 (charge +1). Source: the Open Molecules 2025 dataset; level of theory: wB97M-V/def2-TZVPD.

```
7
Properties=species:S:1:pos:R:3:forces:R:3
O 0.3633 0.0719 0.6227 -0.847 -0.781 3.959
O 1.8812 -0.2759 -0.7901 2.073 -0.412 -2.097
C -0.3025 0.8109 -0.0605 -3.724 1.228 0.369
C 1.7468 -0.2170 0.3525 1.394 -0.424 -0.507
H -0.0295 1.3827 -0.8881 1.564 0.656 -1.537
H 2.4845 -0.4161 1.1822 -1.376 0.389 -0.276
H -1.3774 0.9805 0.2179 0.917 -0.655 0.088
```
Forces are in eV/Å.

Summary:
relative energy (zero: lowest compared OMol25 entry of this formula, charge and spin): 20.60 kcal per mole
charge: +1
HOMO energy: -17.79 eV

=====

Record 7
C2H3O2P in the gas phase. Source: the Open Molecules 2025 dataset; level of theory: wB97M-V/def2-TZVPD.

```
8
Properties=species:S:1:pos:R:3:forces:R:3
P -1.1198 0.0155 -0.3261 -1.471 3.326 0.549
O -1.8765 1.0002 0.4596 0.725 0.506 -0.276
O -1.4290 -1.3667 -0.2593 0.016 -3.509 -0.806
C 0.7335 -0.0385 0.7813 2.634 0.057 -2.046
C 1.5209 -0.0340 -0.1318 -0.785 -0.266 1.984
H 2.1643 -0.2124 -0.9107 0.933 -0.068 -1.593
H 0.3959 0.0179 1.7212 -1.386 0.157 2.997
H -0.3892 0.6181 -1.3342 -0.667 -0.202 -0.807
```
Forces are in eV/Å.

Summary:
relative energy (zero: lowest compared OMol25 entry of this formula, charge and spin): 52.91 kcal per mole
HOMO energy: -10.92 eV

=====

Record 8
2 unconnected molecules or ions with the total composition C2H3O2S3. Source: the Open Molecules 2025 dataset; level of theory: wB97M-V/def2-TZVPD.

```
10
Properties=species:S:1:pos:R:3:forces:R:3
S -0.3160 -1.4418 -0.1971 0.526 1.772 -1.598
S 1.9655 0.4556 -0.8172 1.644 0.065 1.488
S -0.7265 1.4327 0.3362 -0.302 -1.452 -0.179
O -2.7384 -2.6968 2.2708 0.413 -3.266 1.080
O -3.0222 -0.5299 1.6696 -0.604 2.710 -0.440
C 0.6695 0.1315 0.3365 -1.595 -0.417 -1.026
C -2.8673 -1.6062 1.9860 0.051 0.594 -0.605
H 1.7739 0.6451 -2.1227 -1.169 0.041 -0.887
H -0.2606 -1.9757 0.9504 0.111 -1.146 2.065
H 0.0247 2.4859 0.3686 0.923 1.098 0.102
```
Forces are in eV/Å.

Summary:
relative energy (zero: lowest compared OMol25 entry of this formula, charge and spin): 42.25 kcal per mole
charge: -1
HOMO energy: -2.81 eV

=====

Record 9
A molecular structure, C2H3O2Zn. Source: the Open Molecules 2025 dataset; level of theory: wB97M-V/def2-TZVPD.

```
8
Properties=species:S:1:pos:R:3:forces:R:3
Zn 2.5051 -0.1830 -0.2936 -0.705 -0.696 0.418
O 0.2483 0.1557 -0.3354 0.931 0.255 -0.885
O 1.1942 -1.5523 0.5865 0.704 -0.323 -1.480
C -0.8391 1.0211 -0.2023 -0.359 0.892 -0.696
C 0.1457 -1.0503 0.2112 -1.848 1.733 3.612
H -1.8135 0.6009 -0.4345 0.084 0.141 0.038
H -0.5428 2.0624 -0.2561 -0.202 -0.168 0.034
H -0.8979 -1.0544 0.7242 1.396 -1.833 -1.040
```
Forces are in eV/Å.

Summary:
charge: +2
HOMO energy (alpha / beta): -18.56 / -23.51 eV
<S²>: 0.76
2S+1: 2

=====

Record 10
A gas-phase ion, C2H3O3S (charge -1). Source: the Open Molecules 2025 dataset; level of theory: wB97M-V/def2-TZVPD.

```
9
Properties=species:S:1:pos:R:3:forces:R:3
S -0.6581 -0.8325 -0.7469 -5.173 1.197 -1.343
O -0.0700 -0.8372 -2.0840 0.287 0.582 0.615
O -2.2095 -0.5702 -0.8195 4.479 -0.399 0.603
O -0.3338 -2.0217 0.0107 0.549 0.317 0.839
C -0.0061 0.6929 0.1283 -1.350 1.951 -0.495
C 1.0452 0.6466 0.9259 -0.484 -0.955 0.229
H 1.2974 -0.3931 1.1816 0.875 0.643 0.090
H -0.5316 1.7599 0.0317 0.893 -2.694 -0.568
H 1.4665 1.5553 1.3722 -0.078 -0.643 0.030
```
Forces are in eV/Å.

Summary:
relative energy (zero: lowest compared OMol25 entry of this formula, charge and spin): 38.72 kcal per mole
charge: -1
SMILES string: C=CS(=O)(=O)[O-]
HOMO energy: -4.66 eV

=====

Record 11
2 unconnected molecules or ions with the total composition C2H3O3S. Source: the Open Molecules 2025 dataset; level of theory: wB97M-V/def2-TZVPD.

```
9
Properties=species:S:1:pos:R:3:forces:R:3
S 1.2367 -1.0650 -0.5203 0.382 -1.039 -0.946
O -0.8737 -0.4256 1.2456 -0.884 -1.312 -0.804
O 1.2868 -0.4938 -1.8925 -0.301 0.341 0.704
O 2.5883 -1.2058 0.0567 -0.491 0.524 0.415
C 0.0961 0.1351 0.4971 0.942 4.410 1.570
C -1.2702 0.2899 0.0262 0.850 -1.337 -0.928
H 0.2158 1.8035 1.2919 0.560 -2.496 -1.276
H -1.4636 -0.1820 -0.9595 -0.388 -0.551 1.107
H -1.8162 1.1438 0.2547 -0.670 1.459 0.158
```
Forces are in eV/Å.

Summary:
relative energy (zero: lowest compared OMol25 entry of this formula, charge and spin): 134.15 kcal per mole
charge: -1
HOMO energy: -3.49 eV

=====

Record 12
2 unconnected molecules or ions with the total composition C2H3O3S. Source: the Open Molecules 2025 dataset; level of theory: wB97M-V/def2-TZVPD.

```
9
Properties=species:S:1:pos:R:3:forces:R:3
S 2.4661 0.9148 -0.0513 0.500 0.909 -0.922
O 2.0499 1.0405 -1.4527 0.017 -0.289 0.715
O 1.4043 -0.5668 0.6297 -0.367 -0.039 0.239
O 1.9696 1.9941 0.7989 -0.067 -0.619 -0.113
C 1.0724 -1.6447 0.0579 -0.114 0.617 0.710
C 0.6146 -2.7192 -0.2570 0.209 -0.069 -0.405
H -4.8891 2.6746 0.4889 -0.226 -1.089 0.057
H -5.0457 1.9167 0.5281 0.227 1.089 -0.057
H 0.3579 -3.6100 -0.7426 -0.178 -0.510 -0.224
```
Forces are in eV/Å.

Summary:
relative energy (zero: lowest compared OMol25 entry of this formula, charge and spin): 78.04 kcal per mole
charge: -1
HOMO energy: -4.38 eV